Below is a single C5H9NO molecule, with properties calculated with ωB97M-V/def2-TZVPD.

XYZ file:
```
16
Properties=species:S:1:pos:R:3:mulliken_charge:R:1
H -1.461 -0.498 1.814 0.280
N -2.159 -0.058 1.203 -0.628
C -1.589 0.579 0.235 -0.224
C -0.048 0.972 0.233 0.180
O 0.060 2.375 0.095 -0.533
C 0.621 0.271 -0.941 -0.816
C 0.542 -1.229 -0.788 -0.037
C 1.343 -1.957 -0.003 -0.713
H -2.216 1.139 -0.478 0.379
H 0.393 0.665 1.186 0.316
H -0.228 2.771 0.936 0.319
H 0.117 0.548 -1.876 0.284
H 1.667 0.585 -1.042 0.415
H -0.465 -1.614 -1.152 0.243
H 2.184 -1.511 0.525 0.269
H 1.241 -3.037 0.051 0.267
```

Its SMILES is [H]/N=C\[C@H](O)CC=C. Its spin multiplicity is 1. For the LUMO energy, the calculation gives 0.8362 eV. Its HOMO energy is -9.6 eV. The energy above the lowest of the compared OMol25 structures with the same formula, charge and spin comes out at 56.3 kcal/mol. The calculation puts the gap between HOMO and LUMO at 0.383 Ha. Its charge is 0. Its maximum force is 2.64 eV/A.